(1)
{"formula": "C8H18N5O", "method": "wB97M-V/def2-TZVPD", "e_lumo_ha": -0.1228, "smiles": "CC(C)(C)N1[NH2+]N[C@@H]2NCN[C@@H]2C1=O", "total_charge": 1, "e_tot_ev": -18075.32091, "de_lowest_kcal_mol": 21.41, "orbital_gap_ha": 0.33741, "species": ["C", "C", "C", "C", "N", "N", "N", "C", "N", "C", "N", "C", "C", "O", "H", "H", "H", "H", "H", "H", "H", "H", "H", "H", "H", "H", "H", "H", "H", "H", "H", "H"], "coordinates": [[0.373, -1.686, 2.324], [0.214, -1.639, 0.785], [-0.850, -2.531, 0.342], [1.512, -1.952, 0.085], [-0.273, -0.272, 0.509], [-1.596, -0.049, 0.239], [-1.645, 0.533, -1.019], [-1.047, 1.919, -1.110], [-0.169, 1.792, -2.195], [1.111, 2.240, -1.791], [0.899, 3.014, -0.552], [-0.088, 2.199, 0.111], [0.539, 0.916, 0.576], [1.664, 0.804, 0.998], [1.165, -1.200, 2.685], [-0.511, -1.582, 2.844], [0.642, -2.707, 2.671], [-1.156, -2.255, -0.641], [-1.694, -2.811, 1.045], [-0.325, -3.446, 0.079], [1.545, -1.882, -0.975], [2.178, -1.307, 0.570], [1.894, -2.880, 0.322], [-1.956, 0.651, 0.983], [-2.003, -1.043, 0.028], [-2.651, 0.426, -1.372], [-1.815, 2.675, -1.200], [-0.599, 2.022, -3.127], [1.608, 2.942, -2.516], [1.807, 1.416, -1.620], [1.816, 3.028, -0.077], [-0.589, 2.666, 0.998]], "atomic_forces_ev_per_a": [[-0.3, -4.5, -2.0], [0.0, 0.7, 2.2], [-1.0, -2.8, 0.3], [-0.6, 1.4, 0.4], [2.7, 2.0, 0.4], [-0.8, 0.4, 0.5], [-3.3, 0.6, -1.9], [-0.1, -1.6, 0.8], [-1.0, 0.9, -2.2], [2.1, 2.0, -1.3], [0.6, -0.2, -0.1], [-0.8, 0.1, -0.1], [0.0, -2.7, 1.0], [-0.4, 0.6, -0.3], [2.8, 2.9, 1.2], [-2.1, 1.1, 1.0], [-0.1, 0.0, -0.7], [-0.8, 0.2, -1.1], [0.9, 0.6, -0.8], [-0.4, -0.5, 0.3], [-0.3, 0.5, -1.0], [1.5, 1.2, -0.1], [0.2, -2.4, 0.7], [-0.4, -2.1, -0.8], [0.1, 1.8, 1.6], [1.8, 0.7, 0.6], [-0.3, 0.1, 0.0], [1.3, 0.0, 1.5], [-0.5, -0.8, 0.4], [0.0, -0.2, 0.0], [-0.9, 0.1, 0.2], [0.3, 0.0, -0.8]]}


(2)
{"formula": "C6H9P", "method": "wB97M-V/def2-TZVPD", "e_lumo_ha": [-0.0280, -0.0134], "smiles": "CC#P=C/C=C/C", "e_tot_ev": -15651.88428, "de_lowest_kcal_mol": 89.07, "orbital_gap_ha": [0.25223, 0.26092], "species": ["C", "C", "P", "C", "C", "C", "C", "H", "H", "H", "H", "H", "H", "H", "H", "H"], "coordinates": [[-2.867, -0.293, 1.575], [-2.156, -0.059, 0.323], [-1.553, -0.945, -0.902], [-0.335, -0.256, -1.938], [0.963, 0.093, -1.478], [1.399, 0.048, -0.207], [2.683, 0.612, 0.287], [-3.779, 0.305, 1.612], [-2.216, 0.030, 2.391], [-3.116, -1.340, 1.755], [-0.424, -0.547, -2.978], [1.614, 0.502, -2.243], [0.766, -0.431, 0.533], [3.278, -0.150, 0.788], [2.480, 1.401, 1.015], [3.264, 1.029, -0.531]], "atomic_forces_ev_per_a": [[-0.2, 0.2, 0.1], [0.8, -0.1, -0.4], [-1.0, -0.6, 0.3], [0.7, -0.1, 0.1], [-0.5, 0.4, -0.7], [-0.1, 0.0, 0.7], [0.0, 0.0, -0.1], [0.0, 0.0, 0.1], [-0.1, 0.0, 0.1], [-0.1, -0.1, 0.0], [-0.1, 0.2, -0.1], [0.3, -0.1, 0.0], [0.0, 0.1, 0.0], [0.1, 0.0, 0.1], [0.1, 0.0, 0.0], [0.1, 0.1, 0.0]]}


(3)
{"formula": "C24H34N2O3", "method": "wB97M-V/def2-TZVPD", "e_lumo_ha": 0.0300, "smiles": "CCOc1cc(CN2CCN(CCc3ccccc3)[C@H](CCO)C2)ccc1OC", "e_tot_ev": -34561.40691, "de_lowest_kcal_mol": 81.32, "orbital_gap_ha": 0.32283, "species": ["C", "C", "O", "C", "C", "C", "C", "N", "C", "C", "N", "C", "C", "C", "C", "C", "C", "C", "C", "C", "C", "C", "O", "C", "C", "C", "C", "O", "C", "H", "H", "H", "H", "H", "H", "H", "H", "H", "H", "H", "H", "H", "H", "H", "H", "H", "H", "H", "H", "H", "H", "H", "H", "H", "H", "H", "H", "H", "H", "H", "H", "H", "H"], "coordinates": [[-6.667, -1.747, -2.258], [-6.367, -1.271, -0.841], [-5.002, -1.423, -0.493], [-4.019, -0.771, -1.183], [-2.787, -1.417, -1.170], [-1.664, -0.884, -1.778], [-0.342, -1.600, -1.751], [0.728, -0.689, -1.387], [0.592, -0.129, -0.045], [1.669, -0.629, 0.910], [2.987, -0.243, 0.432], [4.059, -0.807, 1.235], [4.505, 0.131, 2.373], [3.457, 0.317, 3.432], [3.170, -0.714, 4.320], [2.190, -0.563, 5.285], [1.486, 0.626, 5.379], [1.772, 1.662, 4.506], [2.751, 1.509, 3.540], [3.131, -0.379, -1.023], [3.125, 0.991, -1.730], [3.993, 2.028, -1.016], [3.399, 2.488, 0.169], [2.037, -1.270, -1.615], [-1.783, 0.335, -2.427], [-2.993, 1.001, -2.443], [-4.121, 0.479, -1.820], [-5.331, 1.130, -1.790], [-5.455, 2.358, -2.462], [-6.167, -1.112, -2.985], [-6.320, -2.769, -2.392], [-7.738, -1.709, -2.437], [-6.693, -0.236, -0.710], [-6.887, -1.902, -0.114], [-2.739, -2.366, -0.658], [-0.118, -1.976, -2.756], [-0.400, -2.471, -1.074], [-0.393, -0.375, 0.358], [0.660, 0.963, -0.109], [1.514, -0.187, 1.897], [1.584, -1.725, 1.023], [4.930, -0.983, 0.598], [3.758, -1.775, 1.666], [4.776, 1.098, 1.949], [5.398, -0.308, 2.825], [3.721, -1.642, 4.256], [1.978, -1.373, 5.968], [0.722, 0.745, 6.133], [1.230, 2.593, 4.578], [2.968, 2.322, 2.861], [4.099, -0.853, -1.235], [3.492, 0.850, -2.748], [2.105, 1.368, -1.787], [4.985, 1.596, -0.805], [4.133, 2.905, -1.653], [3.081, 1.685, 0.622], [2.125, -2.286, -1.186], [2.187, -1.357, -2.696], [-0.920, 0.767, -2.907], [-3.050, 1.954, -2.944], [-5.255, 2.256, -3.534], [-6.491, 2.664, -2.318], [-4.793, 3.119, -2.038]], "atomic_forces_ev_per_a": [[0.2, 0.1, 0.4], [-0.6, 0.0, -0.2], [0.3, 0.2, 0.1], [0.1, 0.0, -0.1], [-0.1, 0.2, -0.1], [-0.1, 0.0, 0.0], [0.1, 0.1, -0.1], [0.0, -0.2, -0.1], [0.1, 0.2, 0.3], [-0.4, 0.0, 0.1], [0.0, 0.0, 0.1], [0.3, 0.1, 0.2], [0.0, -0.3, -0.1], [0.1, 0.1, 0.1], [0.0, 0.0, 0.0], [0.0, -0.1, 0.0], [-0.1, 0.0, 0.1], [-0.1, 0.1, 0.0], [0.1, -0.1, 0.0], [-0.1, 0.1, -0.7], [0.3, 0.0, 0.3], [0.1, -0.2, -0.4], [-0.3, 0.3, 0.5], [0.2, -0.1, 0.0], [0.0, -0.1, 0.0], [-0.1, 0.1, 0.0], [-0.2, -0.1, 0.1], [0.2, -0.4, 0.2], [0.0, 0.2, -0.1], [0.0, 0.1, -0.1], [0.0, -0.1, 0.0], [-0.1, 0.0, 0.0], [0.0, -0.2, 0.1], [0.0, 0.1, -0.1], [0.0, -0.1, 0.1], [0.0, -0.1, 0.1], [0.0, 0.0, -0.1], [0.1, 0.1, 0.0], [-0.1, 0.0, 0.1], [-0.1, -0.1, -0.1], [0.0, 0.1, 0.0], [-0.1, 0.0, 0.0], [0.0, 0.0, -0.1], [0.1, 0.0, 0.0], [0.0, 0.0, 0.0], [0.1, -0.1, 0.0], [0.0, -0.1, 0.1], [-0.1, 0.0, 0.1], [0.0, 0.1, 0.0], [0.1, 0.1, -0.1], [-0.1, 0.0, 0.1], [0.0, 0.0, -0.1], [-0.1, 0.1, -0.1], [0.0, 0.1, -0.1], [0.1, -0.1, 0.0], [0.1, 0.0, -0.1], [0.0, 0.0, 0.0], [0.1, -0.1, 0.0], [0.1, 0.1, 0.0], [-0.1, 0.1, 0.0], [0.0, 0.0, 0.0], [0.1, 0.0, 0.0], [0.0, 0.0, 0.0]]}


What did the first record say?
{"formula": "C8H18N5O", "method": "wB97M-V/def2-TZVPD", "e_lumo_ha": -0.1228, "smiles": "CC(C)(C)N1[NH2+]N[C@@H]2NCN[C@@H]2C1=O", "total_charge": 1, "e_tot_ev": -18075.32091, "de_lowest_kcal_mol": 21.41, "orbital_gap_ha": 0.33741, "species": ["C", "C", "C", "C", "N", "N", "N", "C", "N", "C", "N", "C", "C", "O", "H", "H", "H", "H", "H", "H", "H", "H", "H", "H", "H", "H", "H", "H", "H", "H", "H", "H"], "coordinates": [[0.373, -1.686, 2.324], [0.214, -1.639, 0.785], [-0.850, -2.531, 0.342], [1.512, -1.952, 0.085], [-0.273, -0.272, 0.509], [-1.596, -0.049, 0.239], [-1.645, 0.533, -1.019], [-1.047, 1.919, -1.110], [-0.169, 1.792, -2.195], [1.111, 2.240, -1.791], [0.899, 3.014, -0.552], [-0.088, 2.199, 0.111], [0.539, 0.916, 0.576], [1.664, 0.804, 0.998], [1.165, -1.200, 2.685], [-0.511, -1.582, 2.844], [0.642, -2.707, 2.671], [-1.156, -2.255, -0.641], [-1.694, -2.811, 1.045], [-0.325, -3.446, 0.079], [1.545, -1.882, -0.975], [2.178, -1.307, 0.570], [1.894, -2.880, 0.322], [-1.956, 0.651, 0.983], [-2.003, -1.043, 0.028], [-2.651, 0.426, -1.372], [-1.815, 2.675, -1.200], [-0.599, 2.022, -3.127], [1.608, 2.942, -2.516], [1.807, 1.416, -1.620], [1.816, 3.028, -0.077], [-0.589, 2.666, 0.998]], "atomic_forces_ev_per_a": [[-0.3, -4.5, -2.0], [0.0, 0.7, 2.2], [-1.0, -2.8, 0.3], [-0.6, 1.4, 0.4], [2.7, 2.0, 0.4], [-0.8, 0.4, 0.5], [-3.3, 0.6, -1.9], [-0.1, -1.6, 0.8], [-1.0, 0.9, -2.2], [2.1, 2.0, -1.3], [0.6, -0.2, -0.1], [-0.8, 0.1, -0.1], [0.0, -2.7, 1.0], [-0.4, 0.6, -0.3], [2.8, 2.9, 1.2], [-2.1, 1.1, 1.0], [-0.1, 0.0, -0.7], [-0.8, 0.2, -1.1], [0.9, 0.6, -0.8], [-0.4, -0.5, 0.3], [-0.3, 0.5, -1.0], [1.5, 1.2, -0.1], [0.2, -2.4, 0.7], [-0.4, -2.1, -0.8], [0.1, 1.8, 1.6], [1.8, 0.7, 0.6], [-0.3, 0.1, 0.0], [1.3, 0.0, 1.5], [-0.5, -0.8, 0.4], [0.0, -0.2, 0.0], [-0.9, 0.1, 0.2], [0.3, 0.0, -0.8]]}